C5H6F2N2 | the ωB97M-V functional and the def2-TZVPD basis

The net charge is 0. The total energy is -503.127387 Ha. For the gap between HOMO and LUMO (alpha / beta), the calculation gives 8.29 / 8.03 eV. Its relative energy (zero: lowest compared OMol25 entry of this formula, charge and spin) is 151.37 kcal per mole.

Last column: Mulliken charge in e.
CARTESIAN COORDINATES (ANGSTROEM)
H  -0.823677  -1.538607  -0.600148  0.216
F  1.492357  -0.357618  -1.727991  -0.201
C  1.511506  0.525080  0.316787  0.118
C  -0.573030  0.743658  -1.006646  -0.628
H  -0.719164  1.644049  -0.401135  0.350
H  -1.180493  -1.242813  1.733847  0.355
C  2.181278  -0.576769  0.852732  0.484
F  1.625629  1.597567  1.168092  -0.250
H  -1.588566  0.457075  1.555391  0.340
C  -1.324467  -0.507821  -0.407658  -0.043
C  -1.243536  -0.420821  1.072819  -1.055
N  2.921136  -1.323816  1.291202  -0.415
H  -0.856818  0.907537  -2.163424  0.307
H  -2.329431  -0.475127  -0.807649  0.320
N  0.907275  0.568427  -0.876220  0.102

Force components x, y, z for each atom (eV/Å):
-0.8293 1.8928 -0.7067
-0.4448 -0.1665 -0.2148
-0.2287 -0.4436 2.1101
0.5985 -1.4350 -2.3714
-0.4438 -0.1507 -0.3083
0.2910 -0.9965 0.1880
-0.6547 1.3282 -1.0258
-0.4933 -0.1459 -1.5716
-0.1839 0.9622 0.3221
1.9319 -0.9288 0.7842
-0.4089 0.5252 -0.5395
1.1445 -1.7228 0.8819
0.8499 -0.1583 2.7528
-0.3996 -0.2012 -0.0448
-0.7288 1.6409 -0.2562



C5H6F3NO3Tl | the ωB97M-V functional and the def2-TZVPD basis

The net charge is +3. The total energy is -945.147133 Ha. For the gap between HOMO and LUMO, the calculation gives 2.65 eV.

Last column: Mulliken charge in e.
CARTESIAN COORDINATES (ANGSTROEM)
O  -1.053501  1.456300  0.198746  -0.160
N  2.582707  -0.313307  0.637654  -0.172
Tl  -4.591537  0.855098  1.969761  0.837
H  1.511643  -2.129739  -0.082253  0.456
C  -0.705940  0.031641  0.331064  -0.147
C  -2.137558  -0.668117  0.009696  0.736
C  1.750622  -1.055118  -0.381429  -0.583
C  0.491844  -0.151858  -0.736285  0.104
H  3.081535  -1.046487  1.195181  0.389
H  0.153125  -0.274132  -1.831624  0.457
F  -2.137089  -2.046979  0.290137  -0.165
C  0.057496  2.181727  -0.324689  0.509
H  2.424955  -1.100939  -1.339763  0.476
F  -2.593582  -0.421923  -1.289007  -0.168
O  1.062415  1.199423  -0.621109  -0.140
H  -0.456379  -0.022664  1.460461  0.444
H  3.349616  0.157578  0.103112  0.400
F  -3.106542  -0.030610  0.932325  -0.079
O  0.257026  3.389944  -0.488504  -0.194

Force components x, y, z for each atom (eV/Å):
2.4848 0.1447 -1.3572
1.2284 -2.8794 -3.9471
-4.6097 2.5270 3.0564
0.1303 1.3770 -0.4602
-2.4222 1.4551 0.9207
-0.3365 -2.2928 -1.6068
-2.4689 0.6448 1.0595
2.2916 0.0748 -0.1822
-0.4753 0.8778 0.9603
-0.2809 0.0829 1.2930
0.0198 4.2736 -0.8020
0.0062 2.9098 -0.0402
-0.2583 0.0451 0.7810
1.4113 -0.6474 3.8674
-0.6721 -0.0341 0.6942
0.2314 -0.8009 -1.8005
-0.6062 1.3009 0.9739
5.3909 -3.3126 -4.0480
-1.0645 -5.7462 0.6379



Q: Which of these has the lowest net charge?
A: C5H6F2N2